The following is a quantum chemistry calculation of a molecular structure, C6H11Cl2PS, from the OMol25 dataset.

XYZ file:
```
21
Properties=species:S:1:pos:R:3:forces:R:3
C 1.1643 -0.1091 1.2000 -0.0168 0.1055 -0.0135
C 0.3751 0.9419 0.4157 0.1947 -0.1343 -0.1042
C 0.3265 -1.3959 1.0941 0.2748 -0.1990 0.3589
C -0.3017 0.1338 -0.6928 -0.2461 0.4783 -0.0469
C -0.6609 -1.1398 -0.0059 -2.1468 -0.1534 1.4265
C -1.4317 0.8477 -1.4158 0.1940 -0.0779 -0.0260
P -2.6612 -0.9649 1.3645 1.9953 0.8022 -0.7311
S -2.6401 0.1249 2.9684 0.1848 -0.3255 -0.6062
Cl -4.2827 -0.6134 0.2064 -0.2511 -0.0006 -0.3134
Cl -2.8993 -2.9283 1.7780 0.0407 -0.5221 0.0099
H 2.1389 -0.2621 0.7354 0.0555 0.0199 0.0418
H 1.3172 0.1852 2.2354 0.1034 -0.0038 0.0296
H -0.3906 1.3906 1.0479 -0.0703 0.0871 0.0330
H 1.0173 1.7260 0.0183 -0.0599 0.1144 0.0200
H 0.9433 -2.2727 0.8784 -0.0690 0.0033 -0.0091
H -0.1808 -1.5974 2.0416 0.1258 -0.1019 -0.0266
H 0.4582 -0.1436 -1.4423 0.0279 -0.0767 0.0871
H -1.0077 -1.9717 -0.6023 -0.1130 -0.1326 -0.0703
H -1.0571 1.7487 -1.9004 -0.0241 0.0295 -0.0277
H -2.2091 1.1322 -0.7106 -0.0711 0.0671 0.0181
H -1.8663 0.2027 -2.1777 -0.1286 0.0205 -0.0500
```
Positions in Å, forces in eV/Å.

Its orbital gap is 8.46 eV. The energy above the lowest of the compared OMol25 structures with the same formula, charge and spin is 0.000 eV. The calculation puts the HOMO energy at -8.758 eV. Its multiplicity is 1. Its largest force on an atom is 2.6 eV/A.

Löwdin population analysis, charges in e, atoms 1 to 5: C -0.17; C -0.16; C -0.23; C -0.41; C -0.18



The following is a quantum chemistry calculation of a molecular structure, C24H31BN8OOsS2Te, from the OMol25 dataset.

XYZ file:
```
69
Properties=species:S:1:pos:R:3:forces:R:3
Os 0.2249 -0.4281 -1.0944 0.0899 0.4471 -0.8396
C -2.1565 -2.7306 -0.0818 0.0476 -0.0005 0.1701
C -1.4243 -2.0148 1.0061 -0.0177 0.0534 -0.1835
C -1.4897 -2.1413 2.3860 0.0176 -0.0693 -0.0243
C -0.5550 -1.2469 2.8927 -0.1029 -0.1910 -0.0368
N 0.0237 -0.6145 1.8680 -0.1466 0.0434 0.2848
N -0.5095 -1.0683 0.7112 0.2452 0.7847 0.1543
B 1.3228 0.2086 1.7261 0.0776 -0.1629 0.5269
N 2.2915 -0.7138 0.8971 0.0068 0.0147 0.0455
C 3.3916 -1.3540 1.2884 0.0803 -0.1504 0.0067
C 3.7982 -2.2286 0.2900 0.0137 0.0003 0.0216
C 2.8712 -2.0949 -0.7224 -0.0519 0.0408 0.0884
C 2.8073 -2.8360 -2.0114 -0.0160 0.1060 0.0127
N 1.9457 -1.1669 -0.3524 0.1560 -0.1843 -0.1969
N 1.0170 1.4574 0.8594 0.0904 0.1862 -0.3955
C 0.9359 2.7286 1.2239 -0.0080 0.1053 0.0483
C 0.8168 3.5128 0.0812 0.0140 0.0148 -0.2478
C 0.8402 2.6366 -0.9885 -0.0044 0.0440 -0.0844
C 0.7901 2.9468 -2.4453 -0.0334 -0.1509 0.0458
N 0.9814 1.3727 -0.5035 -0.9062 -0.8118 0.2985
N 1.8692 0.6402 3.0347 0.2566 -0.2578 -0.0906
C 3.1296 1.0671 3.3513 -0.0630 0.0920 0.0691
C 3.0790 1.6099 4.5995 0.0978 0.0352 0.0595
C 1.7196 1.5149 4.9970 -0.0073 0.2139 -0.1587
C 1.0869 2.0345 6.2431 0.1685 -0.2379 0.2129
N 1.0020 0.9430 4.0489 -0.1874 0.0140 -0.0535
H -3.2133 -2.4655 -0.0914 0.0082 -0.0118 -0.0744
H -2.1027 -3.8091 0.0604 0.0685 -0.0027 -0.0224
H -1.7269 -2.4895 -1.0626 -0.0898 -0.0156 -0.0493
H -2.1065 -2.8232 2.9465 -0.0263 0.0471 0.0112
H -0.2723 -1.0234 3.9075 0.0463 0.0349 -0.0213
H 3.8225 -1.1936 2.2630 -0.0417 0.0606 -0.0001
H 4.6489 -2.8881 0.3134 -0.0072 0.0029 0.0056
H 3.1052 -3.8720 -1.8595 0.0270 0.0059 -0.0033
H 3.4913 -2.4015 -2.7444 -0.0135 -0.0068 -0.0165
H 1.7974 -2.8289 -2.4174 0.0035 -0.0640 -0.0078
H 0.9636 3.0241 2.2624 0.1187 -0.1242 0.0274
H 0.7479 4.5866 0.0321 0.0477 -0.0080 0.0069
H 0.7391 4.0215 -2.5992 -0.0002 0.0035 -0.0169
H -0.0828 2.4916 -2.9239 -0.0688 0.1228 0.0164
H 1.6875 2.5793 -2.9474 0.0461 0.1366 0.0111
H 3.9542 0.9869 2.6612 0.0160 -0.0057 0.0259
H 3.8984 2.0212 5.1650 -0.0144 0.0236 -0.0201
H 1.3105 1.3872 7.0930 -0.0249 -0.0668 -0.0422
H 0.0069 2.0891 6.1332 0.0011 0.0575 -0.0095
H 1.4913 3.0112 6.5035 -0.0870 0.0722 -0.1038
O -1.5748 0.4491 -1.5701 -0.0935 -0.1516 -0.0305
S -2.2503 1.4573 -0.5497 -0.1472 -0.2176 0.0355
C -3.3002 2.5056 -1.5648 -0.0151 0.1345 -0.0478
C -4.4641 2.7923 -0.6226 -0.0438 -0.1226 0.0554
C -4.9257 1.4316 -0.0834 0.0369 0.0835 -0.0561
C -3.6754 0.5593 0.1433 -0.0878 0.0498 0.1424
H -3.5995 1.9138 -2.4325 0.0152 -0.0262 0.0140
H -2.7546 3.3929 -1.8802 0.0742 -0.0392 0.0261
H -5.2619 3.3087 -1.1525 0.0295 0.0443 -0.0069
H -4.1396 3.4388 0.1958 -0.0081 0.0466 -0.0316
H -5.5813 0.9481 -0.8056 0.0125 -0.0167 -0.0035
H -5.4846 1.5515 0.8411 -0.0039 -0.0474 0.0097
H -3.7091 -0.3890 -0.3901 0.0276 0.0274 -0.0274
H -3.4633 0.3739 1.1951 0.0605 -0.0019 -0.0153
Te 0.8291 -0.1301 -3.6951 0.5224 -0.1076 0.4077
C 0.5178 -1.8023 -4.7056 -0.1679 0.2740 0.2620
C -0.1626 -3.0065 -4.3769 0.1004 -0.0790 -0.1418
C -0.1436 -3.9091 -5.4066 -0.0529 -0.0739 0.0586
C 0.5519 -3.4204 -6.5333 0.0633 0.1166 -0.0106
S 1.1449 -1.8737 -6.3454 -0.1784 -0.1619 -0.0647
H -0.6494 -3.1822 -3.4281 0.0203 0.0341 0.0178
H -0.5995 -4.8885 -5.3757 0.0144 0.0020 -0.0575
H 0.7258 -3.9593 -7.4572 -0.0051 -0.0081 0.0140
```
Positions in Å, forces in eV/Å.

Its orbital gap (spin up / spin down) is 3.56 / 3.48 eV. The charge is +3. The calculation puts the HOMO energy (spin up / spin down) at -15.788 / -15.791 eV. Its multiplicity is 2. The expectation value of S² is 0.769. Its largest force on an atom is 1.3 eV/A.

Löwdin population analysis, charges in e, atoms 1 to 5: Os 1.23; C 0.00; C -0.31; C 0.04; C 0.02



The following is a quantum chemistry calculation of 2 unconnected molecules or ions with the total composition C5H16N2O, from the OMol25 dataset.

XYZ file:
```
24
Properties=species:S:1:pos:R:3:forces:R:3
C 1.5189 1.9131 1.1262 -0.3457 -0.2397 -0.5636
C 0.7086 1.4413 -0.1018 1.4905 -0.3940 -0.1391
C 1.0000 2.2474 -1.3336 -0.8450 1.6918 -0.4186
N 1.0393 0.0463 -0.4862 0.7721 0.5815 0.2253
H 1.1618 1.4780 2.0720 0.1729 0.0137 -0.3389
H 2.5729 1.6499 0.9536 -0.2137 0.1405 0.2344
H 1.4264 2.9915 1.1820 0.1152 0.2701 0.2594
H -0.3477 1.4607 0.0894 -0.5793 0.1064 0.2181
H 2.0374 2.2756 -1.6500 0.3392 -0.1768 0.2462
H 0.6477 3.3023 -1.2849 0.3186 -0.5371 0.3097
H 0.4253 1.8338 -2.1427 -0.1793 -0.3659 -0.5043
H 1.1063 -0.4439 0.3811 -0.1587 -0.9770 0.4898
H 2.0026 0.0235 -0.8550 -0.6381 0.1273 -0.0136
N -0.2537 -2.1932 0.9859 0.6679 -0.5710 0.0327
C -1.6660 -1.8736 0.8312 0.0311 -0.4267 -1.7469
C -2.0702 -1.7065 -0.6819 0.9460 0.3285 0.9116
O -1.5557 -0.4815 -1.2084 -0.1445 -0.9770 0.6655
H -0.0690 -2.4547 1.9449 -0.0038 0.2723 0.3287
H -0.0551 -3.0726 0.5008 -0.1062 0.4204 -0.1914
H -1.9140 -0.9719 1.3705 -0.0135 0.3941 0.0449
H -2.2408 -2.6763 1.2304 -0.9640 -0.6648 0.4033
H -3.1496 -1.7206 -0.6789 -0.4060 0.2894 -0.3711
H -1.7174 -2.5470 -1.3242 -0.1403 0.1717 0.6295
H -0.6081 -0.5216 -0.9203 -0.1154 0.5223 -0.7116
```
Positions in Å, forces in eV/Å.

Its orbital gap is 10.31 eV. The SMILES is CC(C)N.NCCO. The energy above the lowest of the compared OMol25 structures with the same formula, charge and spin is 0.739 eV. The calculation puts the HOMO energy at -9.332 eV. Its multiplicity is 1. Its largest force on an atom is 1.9 eV/A.

Löwdin population analysis, charges in e, atoms 1 to 5: C -0.06; C -0.49; C -0.09; N 0.00; H 0.07



The following is a quantum chemistry calculation of a molecular structure, C5H9CrO4, from the OMol25 dataset.

XYZ file:
```
19
Properties=species:S:1:pos:R:3:forces:R:3
O 1.7700 1.3948 0.1921 2.3626 0.5930 -1.1359
C 2.8284 0.8308 -0.2306 -1.8128 -0.8819 1.7507
C 2.7789 -0.5068 -0.7631 0.7430 1.0247 -1.3885
H 3.8023 1.2733 0.0248 -0.2277 0.1608 -0.1010
H 3.5913 -1.1922 -0.5119 -0.3100 0.1803 -0.2907
H 2.2028 -0.6221 -1.6939 0.1772 -0.3808 0.8345
O 0.8508 -1.3319 0.1666 -0.0965 0.0711 0.3808
O -1.4486 1.4783 -0.2108 -0.1536 0.5319 -0.1724
C -2.6078 0.7207 -0.2673 -0.4319 -0.1152 0.1352
C -2.3007 -0.7597 -0.4860 -0.4383 0.0377 -0.4893
O -1.3741 -1.1505 0.5313 -0.0734 0.5290 0.1427
C -0.3083 -2.0567 0.1746 0.6053 -0.6337 0.2055
Cr 0.0364 0.4846 0.4245 -0.6514 -1.4699 -0.0580
H -3.2787 1.0383 -1.0898 0.2116 0.0001 0.1734
H -3.1955 0.8109 0.6696 0.0894 -0.0306 -0.1997
H -1.8351 -0.9038 -1.4765 -0.0704 0.0513 0.2463
H -3.2079 -1.3814 -0.4260 0.2169 0.1198 0.0147
H -0.2951 -2.8166 0.9740 -0.0715 0.0515 -0.2314
H -0.5379 -2.5336 -0.7961 -0.0686 0.1609 0.1832
```
Positions in Å, forces in eV/Å.

Its orbital gap (spin up / spin down) is 7.77 / 7.45 eV. The calculation puts the HOMO energy (spin up / spin down) at -7.444 / -8.912 eV. Its multiplicity is 6. The expectation value of S² is 8.765. Its largest force on an atom is 2.7 eV/A.

Löwdin population analysis, charges in e, atoms 1 to 5: O -0.12; C -0.22; C 0.10; H 0.13; H 0.09



| no. | E_tot (Eh) |
| --- | --- |
| 1 | -1895.18377 |
| 2 | -2625.42726 |
| 3 | -384.83092 |
| 4 | -1541.23785 |